[1]
Here is one molecule with the formula CH3IOS2 in a non-equilibrium geometry from the Open Molecules 2025 dataset. Energies are from ωB97M-V/def2-TZVPD.

```
8
Properties=species:S:1:pos:R:3:mulliken_charge:R:1
C -0.24135 -0.07574 -0.01361 -0.885
S -1.49093 -1.09833 -0.92129 0.529
O -0.96566 -1.55400 -2.22240 -0.509
S -2.02272 -2.51657 0.23449 -0.249
I -3.12146 0.76421 -1.28583 0.031
H -0.87016 0.38640 0.86372 0.359
H 0.43068 -0.83955 0.31716 0.357
H 0.08056 0.60206 -0.76041 0.367
```

- Energy relative to the best compared isomer or geometry (same formula, charge and spin): 21.8 kcal/mol
- Frontier orbital gap: 7.859 eV
- DFT total energy: -32902.873 eV
- HOMO: -9.6 eV
- Structure (SMILES): C[S@@](=O)(=S)I
- Total charge: 0

[2]
Here is CH2ClPS as an isolated structure in a non-equilibrium geometry from the Open Molecules 2025 dataset. Energies are from ωB97M-V/def2-TZVPD.

```
6
Properties=species:S:1:pos:R:3:mulliken_charge:R:1
C -0.30682 -0.37384 -0.06154 -0.431
P -2.10328 -0.36254 -0.83532 0.246
S -3.25123 0.39682 0.51064 -0.252
Cl -0.27114 -2.15194 0.14580 -0.146
H -0.51191 0.17757 0.94502 0.283
H 0.60724 -0.05570 -0.84710 0.300
```

- Energy relative to the best compared isomer or geometry (same formula, charge and spin): 30.4 kcal/mol
- Frontier orbital gap: 7.735 eV
- DFT total energy: -33714.807 eV
- HOMO: -9.0 eV
- Total charge: 0

[3]
Here is one molecule with the formula C4H7N3O in a non-equilibrium geometry from the Open Molecules 2025 dataset. Energies are from ωB97M-V/def2-TZVPD.

```
15
Properties=species:S:1:pos:R:3:mulliken_charge:R:1
C 2.37517 -0.68331 0.25111 -0.878
N 1.75537 0.36041 -0.63720 -0.305
C 0.43606 0.49514 -0.40504 0.548
N -0.12239 1.59879 -0.04973 -0.601
C -1.46196 1.26520 0.14127 -0.429
C -1.63991 0.02404 -0.32352 0.324
N -2.65456 -0.93496 -0.12603 -0.507
O -0.40129 -0.50740 -0.62509 -0.345
H 2.32769 -1.70112 -0.15161 0.291
H 2.11384 -0.68117 1.29942 0.325
H 3.49376 -0.55570 0.21200 0.325
H 2.11312 1.23860 -0.36432 0.350
H -2.22764 1.97594 0.30653 0.386
H -3.55758 -0.60380 -0.38852 0.272
H -2.54966 -1.29067 0.86073 0.243
```

- Energy relative to the best compared isomer or geometry (same formula, charge and spin): 34.6 kcal/mol
- Frontier orbital gap: 9.128 eV
- DFT total energy: -10778.248 eV
- HOMO: -8.3 eV
- Structure (SMILES): CNc1ncc(N)o1
- Total charge: 0

[4]
Here is C30H32ClN3SSi2Sn as an isolated structure in a non-equilibrium geometry from the Open Molecules 2025 dataset. Energies are from ωB97M-V/def2-TZVPD.

```
70
Properties=species:S:1:pos:R:3:mulliken_charge:R:1
C 1.28474 1.28117 -1.80099 -0.403
C 2.55639 0.63828 -1.69141 -1.038
C 2.68480 -0.26278 -2.78406 -0.263
H 3.29923 0.82408 -0.91654 0.438
C 1.50207 -0.17473 -3.57488 -0.843
C 0.63908 0.78420 -2.96334 -0.719
H -0.32786 1.11118 -3.34727 0.489
H 0.92346 2.09645 -1.17018 0.583
H 3.55161 -0.88659 -3.00362 0.540
H 1.30686 -0.70595 -4.50401 0.560
Sn -0.78640 -1.95012 -2.20811 0.338
Si -0.40453 -4.35999 2.15624 -0.125
C 1.23403 -4.83500 2.84354 0.766
C 1.39191 -6.16014 3.27226 -0.404
H 0.55672 -6.85384 3.17824 0.336
C 2.60592 -6.57674 3.82226 -0.551
H 2.72232 -7.61214 4.14976 0.411
C 3.66882 -5.67196 3.93469 -0.543
H 4.62229 -6.00415 4.35348 0.390
C 3.50430 -4.34327 3.53076 -0.676
H 4.32039 -3.62389 3.64515 0.396
C 2.28646 -3.92452 2.99269 -0.174
H 2.13722 -2.87879 2.72175 0.362
C -0.33561 -4.11123 0.31827 1.536
C 0.88174 -3.72633 -0.36790 -0.961
H 1.79989 -3.59707 0.20489 0.568
C 0.91604 -3.31021 -1.75837 -0.277
H 1.79429 -3.01454 -2.34535 0.542
C -0.56589 -4.07826 -2.68468 -0.961
H -0.43469 -4.18979 -3.76389 0.617
C -1.19592 -5.03927 -1.78648 -0.197
H -1.77747 -5.85193 -2.23652 0.652
C -1.37469 -4.68385 -0.40248 -1.860
H -2.31026 -4.92945 0.10758 0.428
H -0.78993 -2.93553 2.81708 0.291
Si 0.71375 -5.08694 -1.80844 0.702
C 1.30811 -6.05480 -3.35376 0.515
C 2.64375 -6.03554 -3.74531 -0.356
H 3.37811 -5.46550 -3.17068 0.346
C 3.03465 -6.77144 -4.87428 -0.839
H 4.07294 -6.73581 -5.21007 0.391
C 2.09541 -7.55172 -5.56521 -0.556
H 2.40220 -8.13642 -6.43297 0.367
C 0.75900 -7.58236 -5.14925 -0.702
H 0.01524 -8.17918 -5.68343 0.425
C 0.36765 -6.82831 -4.03217 -0.155
H -0.67381 -6.86388 -3.70000 0.073
C 1.61660 -6.41886 -0.69149 0.391
C 2.90079 -6.15380 -0.20609 0.010
H 3.38612 -5.19566 -0.39047 0.378
C 3.59180 -7.13016 0.52192 -0.809
H 4.60287 -6.92062 0.88747 0.424
C 2.97725 -8.34203 0.82395 -0.487
H 3.49389 -9.07907 1.44821 0.415
C 1.68135 -8.60207 0.35909 -0.837
H 1.19473 -9.54720 0.59845 0.411
C 1.01111 -7.63610 -0.40701 -0.276
H 0.00949 -7.85215 -0.78639 0.362
H -1.42155 -5.07346 2.71757 -0.279
Cl -0.52079 -1.53606 3.06582 -0.402
N 0.20467 -0.92632 -0.04235 -0.115
N -0.62693 0.22625 -0.01173 -0.393
C -1.96187 0.05698 -0.14802 0.692
N -2.72764 1.13139 0.14830 -0.483
S -2.67293 -1.44727 -0.58327 -0.501
H 1.18266 -0.65738 -0.16081 0.236
H 0.08763 -1.47629 0.82041 -0.049
H -0.28193 1.03518 0.52350 0.381
H -3.72579 1.05324 -0.01709 0.249
H -2.34430 2.07492 0.07486 0.225
```

- Energy relative to the best compared isomer or geometry (same formula, charge and spin): 81.3 kcal/mol
- Frontier orbital gap (alpha / beta): 4.227 / 4.511 eV
- DFT total energy: -81033.379 eV
- HOMO (alpha / beta): -5.8 / -5.8 eV
- Total charge: 0

[5]
Here is C17H29F3N3O3OsSi2 as an isolated structure from the Open Molecules 2025 dataset. Energies are from ωB97M-V/def2-TZVPD.

```
58
Properties=species:S:1:pos:R:3:mulliken_charge:R:1
Os -0.54605 0.54694 -0.98289 0.539
C -3.12215 -1.46324 0.84472 -1.512
Si -1.30273 -1.44065 0.44168 1.068
C -0.34723 -1.15150 2.01740 -1.066
C -0.76501 -3.07328 -0.30512 0.375
C -1.61522 -4.16021 -0.09488 -0.560
C -1.21156 -5.45805 -0.38935 -0.766
C 0.05615 -5.68753 -0.89636 -0.776
C 0.90615 -4.61308 -1.13203 -0.460
C 0.51697 -3.30599 -0.84750 0.332
Si 1.57344 -1.89826 -1.44217 0.399
C 3.15527 -2.43896 -2.23029 -1.226
C 0.43374 -1.02470 -2.64366 -1.224
H -3.27835 -2.22035 1.61820 0.463
H -3.76858 -1.70543 0.00142 0.402
H -3.44836 -0.51286 1.26920 0.425
H -0.51872 -2.03545 2.63952 0.492
H -0.71320 -0.28401 2.56713 0.326
H 0.72145 -1.04794 1.84916 0.218
H -2.60915 -4.01156 0.30885 0.345
H -1.88950 -6.28348 -0.21687 0.428
H 0.38243 -6.69481 -1.11842 0.405
H 1.88653 -4.80648 -1.55137 0.408
H 2.97334 -3.12308 -3.06105 0.371
H 3.79596 -2.94665 -1.50733 0.366
H 3.70075 -1.57556 -2.61258 0.354
H 0.09182 -1.81337 -3.32556 0.483
H 0.83209 -0.22571 -3.25938 0.807
H -0.64296 -0.82242 -2.28377 0.335
O -3.58563 0.74872 -1.16040 -0.409
C -2.45999 0.61902 -1.11605 0.100
O 1.98936 -0.79979 -0.23298 -0.145
O 1.16784 0.37041 -0.12496 -0.765
C 2.51433 2.88609 1.46990 -1.231
N 1.35078 3.04529 0.60875 0.218
C 1.64770 3.21672 -0.80305 -1.139
C 0.10786 2.78811 1.05138 0.675
N -0.78989 2.15051 0.29860 -0.123
N -0.23571 3.23109 2.27946 0.087
C 0.34189 4.44026 2.85815 -1.202
C -1.40980 2.72366 2.97160 -1.054
H 3.15891 2.11938 1.03598 0.340
H 2.21126 2.55504 2.45868 0.387
H 3.07586 3.81779 1.55581 0.352
H 2.31544 4.07197 -0.91578 0.457
H 0.73391 3.42135 -1.35490 0.336
H 2.13817 2.33486 -1.21736 0.245
H -1.73167 2.36810 0.58832 0.351
H 0.95129 4.95141 2.12020 0.381
H 0.95098 4.20976 3.73313 0.360
H -0.46751 5.10478 3.16216 0.418
H -1.60709 1.69632 2.67854 0.184
H -2.29410 3.33495 2.76873 0.366
H -1.22135 2.74306 4.04403 0.383
F 0.20566 1.98730 -3.26102 -0.216
C -0.99930 1.57640 -2.77660 0.312
F -1.71997 2.70189 -2.62351 -0.205
F -1.58656 0.86322 -3.75352 -0.214
```

- Energy relative to the best compared isomer or geometry (same formula, charge and spin): 0.0 kcal/mol
- Frontier orbital gap: 8.170 eV
- DFT total energy: -55082.137 eV
- HOMO: -12.0 eV
- Total charge: +1

[6]
Here is a 2-piece molecular cluster, C2H9N overall from the Open Molecules 2025 dataset. Energies are from ωB97M-V/def2-TZVPD.

```
12
Properties=species:S:1:pos:R:3:mulliken_charge:R:1
C -1.45316 -2.56169 0.51532 -0.766
C -2.43224 -2.79796 -0.63143 -0.773
H -0.49023 -3.04957 0.33085 0.253
H -1.85628 -2.84167 1.49295 0.260
H -1.21562 -1.50185 0.61417 0.255
H -2.76010 -1.86160 -1.09690 0.251
H -1.94670 -3.35148 -1.44550 0.250
H -3.33922 -3.33401 -0.36499 0.269
N 3.53233 4.76216 0.03554 -0.637
H 2.99353 4.26826 0.73176 0.212
H 4.33321 5.13540 0.53222 0.213
H 2.99721 5.47176 -0.44148 0.212
```

- Energy relative to the best compared isomer or geometry (same formula, charge and spin): 3.9 kcal/mol
- Frontier orbital gap: 11.270 eV
- DFT total energy: -3709.887 eV
- HOMO: -9.9 eV
- Structure (SMILES): CC.N
- Total charge: 0

[7]
Here is a 2-piece molecular cluster, C4H11IN overall in a non-equilibrium geometry from the Open Molecules 2025 dataset. Energies are from ωB97M-V/def2-TZVPD.

```
17
Properties=species:S:1:pos:R:3:mulliken_charge:R:1
C -1.49090 0.14949 1.43012 -1.168
C 0.74714 -1.12446 1.30520 -1.095
C -0.28670 -0.07122 -1.70777 -0.610
C -0.08250 0.02464 1.03923 0.190
N 0.84856 0.74768 -2.10267 -0.221
I 0.95092 1.85781 1.06775 0.103
H -1.96726 1.07057 1.19146 0.443
H -1.62435 -0.01000 2.61239 0.303
H -2.12321 -0.63868 0.89396 0.292
H 1.04478 -1.09905 2.43376 0.313
H 1.68984 -1.18071 0.82178 0.371
H 0.55319 -2.23385 1.23367 0.349
H -0.53212 -0.89260 -2.39920 0.369
H -1.14009 0.48500 -1.33373 0.365
H 1.66329 0.40647 -1.61855 0.330
H 0.65913 1.71113 -1.78432 0.292
H 1.09028 0.79777 -3.08307 0.374
```

- ⟨S²⟩: 2.01
- Energy relative to the best compared isomer or geometry (same formula, charge and spin): 14.6 kcal/mol
- Frontier orbital gap (alpha / beta): 7.554 / 7.588 eV
- DFT total energy: -13905.664 eV
- HOMO (alpha / beta): -11.2 / -13.4 eV
- 2S+1: 3
- Total charge: +1